The following is a DFT calculation (ωB97M-V/def2-TZVPD) of a cluster of 2 separate species, C18H41BClF4N2O5P3Si in total.

- HOMO: -9.8 eV
- E_LUMO: -0.6 eV
- Electronic energy: -3394.56665 Ha
- Net charge: 0
- Frontier orbital gap: 9.122 eV
- Relative energy (zero: lowest compared OMol25 entry of this formula, charge and spin): 0.0 kcal/mol

Cartesian coordinates (Å):
Cl1 -4.167 -0.922 -0.123
P1 -2.667 0.000 0.874
P2 -0.894 1.717 -3.468
P3 0.063 -1.504 3.869
Si1 1.725 2.013 -1.886
F1 -4.675 -1.129 3.493
F2 -3.593 -2.780 2.320
F3 -5.892 -2.705 2.338
F4 -4.750 -3.318 4.243
O1 1.463 -1.128 4.559
O2 -1.011 -0.442 4.378
O3 -0.335 -2.869 4.186
O4 -1.486 3.045 -2.658
O5 -2.979 1.617 0.625
N1 -0.586 1.136 -0.685
N2 0.064 -1.110 -3.460
C1 2.216 2.845 -3.483
C2 1.041 -1.492 -4.177
C3 -0.806 -1.228 -1.141
C4 -1.549 0.002 -0.613
C5 -0.073 -2.244 -0.229
C6 2.503 -1.309 -3.848
C7 0.080 0.957 -2.049
C8 0.736 -2.139 -5.494
C9 -0.371 -2.386 1.272
C10 -1.729 1.686 5.216
C11 3.700 -0.761 3.775
C12 0.300 -1.256 2.075
C13 -0.904 0.961 4.157
C14 1.381 3.390 -0.651
C15 2.363 -0.122 4.085
C16 3.160 1.002 -1.212
C17 0.257 -0.585 -2.124
C18 -2.424 0.723 -3.732
B1 -4.740 -2.499 3.121
H1 -1.531 -1.754 -1.759
H2 2.165 2.197 -4.359
H3 3.126 -1.748 -4.625
H4 2.762 -1.814 -2.914
H5 2.748 -0.251 -3.759
H6 1.562 3.699 -3.673
H7 2.857 0.171 -0.570
H8 -1.116 2.011 -0.666
H9 3.602 -1.550 3.028
H10 -2.635 0.714 -4.802
H11 4.081 -1.230 4.683
H12 -1.285 1.193 3.157
H13 0.109 -3.314 1.583
H14 3.790 0.613 -2.011
H15 -0.246 -3.224 -0.682
H16 -0.093 -0.277 1.777
H17 1.009 -2.089 -0.301
H18 2.480 0.609 4.889
H19 1.959 0.416 3.223
H20 0.997 3.059 0.318
H21 2.323 3.909 -0.457
H22 -1.815 1.038 6.087
H23 0.666 4.109 -1.058
H24 0.135 1.295 4.207
H25 -2.369 2.919 -2.284
H26 1.242 -0.786 -1.696
H27 3.232 3.230 -3.362
H28 -0.336 -2.235 -5.641
H29 -3.582 1.946 1.305
H30 -2.254 0.244 -1.404
H31 -3.285 1.183 -3.235
H32 -1.265 2.629 5.502
H33 4.431 -0.018 3.454
H34 -2.332 -0.307 -3.401
H35 -2.742 1.871 4.861
H36 3.767 1.671 -0.598
H37 0.086 1.087 0.081
H38 -1.429 -2.489 1.531
H39 1.235 -3.108 -5.553
H40 1.377 -1.254 1.875
H41 1.153 -1.530 -6.303

Cartesian forces, eV/Å:
-0.27 -0.13 -0.10
0.09 -0.25 0.70
0.02 -0.18 -0.38
-0.34 -0.54 0.14
0.22 0.27 -0.16
0.07 0.12 -0.06
0.19 0.05 -0.11
0.07 0.04 0.01
0.01 0.10 -0.03
-0.12 0.34 -0.30
0.31 -0.02 -0.24
0.19 0.08 0.06
-0.03 -0.07 0.18
-0.10 0.06 -0.13
-0.46 -0.59 -0.56
0.05 -0.07 0.04
-0.12 -0.02 0.07
-0.08 0.17 -0.06
0.69 0.42 -0.10
-0.34 -0.35 -0.34
-0.28 -0.39 0.23
0.02 -0.39 0.06
0.36 0.24 0.53
0.13 0.27 -0.11
0.23 0.33 -0.08
-0.15 -0.24 -0.15
0.02 -0.13 0.23
-0.11 0.05 0.00
-0.10 0.31 0.18
-0.20 -0.16 0.00
0.16 0.07 0.26
-0.26 -0.01 0.13
-0.14 0.30 0.10
-0.23 0.14 0.21
-0.08 0.01 -0.12
0.06 -0.15 0.09
0.11 0.00 0.02
-0.01 0.09 -0.03
-0.01 0.13 0.05
0.01 0.01 0.01
-0.01 -0.04 -0.04
0.05 -0.02 -0.02
0.30 0.19 0.31
0.00 0.11 -0.09
0.06 0.03 0.00
0.00 -0.01 -0.03
0.06 -0.05 -0.02
-0.19 -0.05 0.12
0.02 -0.07 0.04
0.01 0.03 -0.02
0.05 0.05 0.10
-0.02 0.07 -0.05
-0.03 0.01 -0.03
-0.02 -0.10 -0.06
0.11 0.04 0.04
-0.03 0.04 -0.02
0.11 0.11 0.07
0.03 0.01 0.00
0.05 -0.13 0.05
-0.05 0.05 -0.04
0.05 -0.30 -0.26
0.02 -0.05 -0.08
0.02 -0.10 0.04
0.03 0.04 0.02
-0.07 0.15 0.02
0.02 -0.05 0.03
-0.04 0.02 -0.01
-0.06 0.00 -0.10
0.06 -0.03 -0.09
0.01 0.01 0.03
0.04 -0.01 -0.05
-0.01 0.24 0.05
0.00 0.02 -0.09
-0.11 -0.04 0.01
-0.02 -0.02 -0.07
0.01 -0.02 0.00